Record 1
Density functional theory data (the ωB97M-V functional and the def2-TZVPD basis) for C44H55BBr4MoN7O3SSe as an isolated structure.

CARTESIAN COORDINATES (ANGSTROEM)
Mo  0.539  -0.818  -0.002
C  -2.142  2.366  -4.053
C  -2.189  1.582  -2.780
C  -3.294  1.225  -2.057
C  -2.819  0.502  -0.943
N  -1.480  0.433  -0.992
N  -1.113  1.105  -2.132
B  0.318  1.224  -2.674
N  0.880  -0.253  -2.857
N  0.393  -1.311  -2.122
C  0.576  -2.424  -2.848
C  1.244  -2.086  -4.030
C  1.416  -0.720  -3.997
C  2.107  0.127  -5.010
C  0.068  -3.822  -2.536
C  -0.421  -4.447  -3.853
C  1.214  -4.684  -1.983
C  -1.115  -3.794  -1.565
N  1.084  2.267  -1.838
N  0.855  2.428  -0.510
C  1.488  3.532  -0.151
C  2.144  4.106  -1.263
C  1.855  3.277  -2.320
C  2.282  3.441  -3.744
C  1.414  4.104  1.245
C  -0.007  4.643  1.484
C  1.722  3.023  2.285
C  2.421  5.247  1.396
C  -3.805  -0.028  0.086
C  -3.217  -1.008  1.082
C  -4.944  -0.743  -0.665
C  -4.384  1.170  0.857
H  -3.160  2.645  -4.326
H  -1.710  1.785  -4.870
H  -1.549  3.277  -3.942
H  -4.316  1.467  -2.298
H  0.265  1.663  -3.789
H  1.559  -2.751  -4.819
H  2.342  -0.479  -5.884
H  3.041  0.518  -4.600
H  1.495  0.975  -5.319
H  0.407  -4.640  -4.541
H  -1.141  -3.792  -4.350
H  -0.912  -5.400  -3.637
H  1.999  -4.804  -2.738
H  0.844  -5.674  -1.700
H  1.667  -4.210  -1.115
H  -1.982  -3.315  -2.034
H  -0.887  -3.242  -0.660
H  -1.388  -4.813  -1.281
H  2.740  5.006  -1.298
H  2.772  4.408  -3.856
H  1.432  3.403  -4.429
H  2.988  2.666  -4.047
H  -0.714  3.811  1.561
H  -0.317  5.301  0.664
H  -0.044  5.208  2.422
H  1.031  2.190  2.175
H  1.605  3.421  3.299
H  2.750  2.663  2.163
H  2.178  6.088  0.738
H  3.440  4.912  1.174
H  2.397  5.607  2.429
H  -2.897  -1.925  0.585
H  -3.979  -1.269  1.823
H  -2.369  -0.581  1.609
H  -4.547  -1.509  -1.339
H  -5.551  -0.049  -1.255
H  -5.599  -1.232  0.062
H  -3.617  1.593  1.514
H  -5.221  0.841  1.482
H  -4.738  1.954  0.180
O  1.329  -0.412  1.864
N  2.641  -0.423  2.040
C  3.054  -0.610  3.306
C  4.382  -0.628  3.625
C  5.320  -0.434  2.607
C  4.879  -0.231  1.326
C  3.508  -0.232  1.006
S  2.929  0.046  -0.577
H  2.246  -0.727  4.015
H  4.674  -0.801  4.651
H  6.381  -0.450  2.826
H  5.567  -0.076  0.506
Br  -0.253  -6.210  4.542
C  0.444  -5.021  3.239
C  1.765  -5.133  2.824
Br  2.923  -6.429  3.581
C  2.246  -4.253  1.838
Br  4.017  -4.354  1.167
C  1.443  -3.261  1.297
O  1.830  -2.462  0.328
C  0.106  -3.107  1.757
O  -0.604  -2.158  1.209
C  -0.378  -4.018  2.690
Br  -2.211  -3.881  3.129
C  -6.908  2.471  6.252
C  -5.605  2.184  5.546
C  -4.959  3.159  4.797
C  -3.762  2.910  4.127
C  -3.137  4.024  3.332
C  -3.140  1.639  4.220
Se  -1.424  1.338  3.430
C  -3.825  0.629  4.940
C  -3.306  -0.785  5.033
C  -5.025  0.924  5.586
H  -7.051  3.546  6.384
H  -6.939  2.002  7.239
H  -7.764  2.091  5.684
H  -5.397  4.155  4.735
H  -3.878  4.797  3.100
H  -2.708  3.639  2.406
H  -2.309  4.477  3.888
H  -2.352  -0.876  4.518
H  -4.014  -1.482  4.573
H  -3.172  -1.086  6.077
H  -5.521  0.130  6.147

Charge = -2
2S+1 = 4
E_tot = -15507.608763 hartree
Energy above the lowest of the compared OMol25 structures with the same formula, charge and spin = 94.0 kJ/mol

=====

Record 2
Density functional theory data (the ωB97M-V functional and the def2-TZVPD basis) for C41H35Cl3FeN2O8PS3 as an isolated structure.

CARTESIAN COORDINATES (ANGSTROEM)
Fe  -0.686  0.700  -0.652
O  -3.953  -1.206  1.889
S  -3.162  -1.132  0.680
O  -3.935  -0.843  -0.515
O  -2.021  -0.201  0.862
C  -2.591  -2.810  0.354
C  -3.610  -3.709  0.673
C  -3.545  -5.036  0.297
C  -2.452  -5.489  -0.427
C  -1.428  -4.609  -0.717
C  -1.481  -3.267  -0.338
S  0.068  -2.487  -0.854
O  0.022  -2.451  -2.301
O  1.076  -3.374  -0.318
O  0.196  -1.133  -0.268
H  -4.447  -3.318  1.232
H  -4.345  -5.714  0.564
H  -2.398  -6.517  -0.760
H  -0.541  -4.924  -1.245
O  -1.714  -0.330  -2.543
C  -0.659  0.218  -2.474
C  0.319  0.609  -3.472
C  -0.031  0.595  -4.824
C  0.822  1.144  -5.760
C  2.040  1.678  -5.361
C  2.409  1.661  -4.024
C  1.551  1.142  -3.064
P  1.874  1.125  -1.253
C  2.820  -0.431  -1.094
C  3.430  -0.643  0.142
C  4.140  -1.803  0.386
C  4.247  -2.763  -0.610
C  3.633  -2.562  -1.833
C  2.912  -1.404  -2.080
C  3.282  2.311  -1.221
C  3.010  3.647  -0.939
C  4.023  4.593  -0.962
C  5.319  4.213  -1.272
C  5.598  2.885  -1.564
C  4.589  1.936  -1.530
H  -0.981  0.168  -5.114
H  0.533  1.182  -6.801
H  2.706  2.115  -6.092
H  3.358  2.082  -3.727
H  3.330  0.117  0.910
H  4.609  -1.970  1.348
H  4.793  -3.679  -0.423
H  3.699  -3.324  -2.598
H  2.415  -1.269  -3.031
H  1.996  3.951  -0.722
H  3.795  5.629  -0.753
H  6.114  4.946  -1.294
H  6.602  2.587  -1.835
H  4.812  0.903  -1.762
Cl  -0.734  5.735  0.998
C  -1.094  5.192  -0.597
Cl  0.418  6.517  -1.922
Cl  -2.669  5.627  -1.176
C  -0.683  3.927  -0.956
N  -0.296  2.911  -1.372
N  -2.981  1.715  -0.896
C  -3.646  2.119  0.302
C  -2.931  2.789  1.287
C  -3.557  3.203  2.449
C  -4.908  2.961  2.635
C  -5.625  2.284  1.661
C  -4.997  1.857  0.504
H  -3.437  0.879  -1.259
H  -2.971  2.454  -1.590
H  -1.870  2.936  1.141
H  -2.986  3.719  3.209
H  -5.396  3.280  3.546
H  -6.681  2.094  1.805
H  -5.551  1.305  -0.243
C  -0.311  -5.163  3.807
C  -0.240  -3.673  3.618
C  0.798  -3.093  2.900
C  0.810  -1.731  2.633
C  -0.221  -0.941  3.102
C  -1.234  -1.496  3.871
C  -1.245  -2.854  4.125
S  -0.445  0.810  2.710
C  0.868  1.303  3.926
O  0.239  1.205  1.424
H  0.650  -5.632  3.602
H  -1.050  -5.580  3.120
H  -0.617  -5.416  4.823
H  1.588  -3.712  2.501
H  1.601  -1.314  2.028
H  -2.039  -0.872  4.230
H  -2.055  -3.287  4.697
H  1.795  0.804  3.658
H  0.552  1.014  4.925
H  0.991  2.381  3.862

Charge = -1
2S+1 = 5
E_tot = -6475.068869 hartree
Energy above the lowest of the compared OMol25 structures with the same formula, charge and spin = 48.4 kJ/mol

=====

Record 3
Density functional theory data (the ωB97M-V functional and the def2-TZVPD basis) for a 4-piece molecular cluster, H8O4 overall.

CARTESIAN COORDINATES (ANGSTROEM)
O  -0.135  -1.106  0.132
H  -0.899  -1.020  0.713
H  0.316  -0.258  0.210
O  2.724  -1.347  -0.346
H  3.249  -0.877  0.312
H  1.813  -1.212  -0.060
O  -3.021  -0.284  -0.179
H  -3.963  -0.482  -0.236
H  -2.649  -0.683  -0.973
O  0.842  2.580  -0.220
H  0.644  1.674  0.041
H  1.079  3.016  0.606

Charge = 0
E_tot = -305.736051 hartree
Energy above the lowest of the compared OMol25 structures with the same formula, charge and spin = 113.3 kJ/mol

=====

Record 4
Density functional theory data (the ωB97M-V functional and the def2-TZVPD basis) for one molecule with the formula C3H9NS.

CARTESIAN COORDINATES (ANGSTROEM)
N  1.888  1.218  -0.145
C  1.008  0.176  -0.751
C  -0.064  -0.264  0.409
C  -1.317  -1.025  0.020
S  -2.718  0.270  -0.369
H  2.758  1.306  -0.681
H  2.176  0.982  0.797
H  0.282  0.619  -1.439
H  1.601  -0.652  -1.204
H  0.330  -0.789  1.341
H  -0.307  0.731  0.895
H  -1.709  -1.500  0.960
H  -1.196  -1.813  -0.696
H  -2.730  0.741  0.864

Charge = 0
E_tot = -572.601104 hartree
Energy above the lowest of the compared OMol25 structures with the same formula, charge and spin = 102.4 kJ/mol

=====

Record 5
Density functional theory data (the ωB97M-V functional and the def2-TZVPD basis) for C2H4CeO3 as an isolated structure.

CARTESIAN COORDINATES (ANGSTROEM)
O  -0.589  0.149  -1.655
O  -0.937  1.402  1.177
C  0.093  -0.718  -1.137
C  0.595  -0.610  0.264
H  0.527  -1.528  -1.747
H  1.694  -0.633  0.277
H  0.203  -1.443  0.869
Ce  -1.989  1.764  -0.791
O  0.175  0.612  0.835
H  0.229  1.004  1.908

Charge = +3
2S+1 = 2
E_tot = -777.989856 hartree
Energy above the lowest of the compared OMol25 structures with the same formula, charge and spin = 391.9 kJ/mol

=====

Record 6
Density functional theory data (the ωB97M-V functional and the def2-TZVPD basis) for a 2-piece molecular cluster, C9H14 overall.

CARTESIAN COORDINATES (ANGSTROEM)
C  0.480  -0.008  1.901
C  -2.782  -1.139  -0.728
C  -1.594  -1.902  -0.719
C  -2.981  -0.207  0.202
C  -0.509  -1.410  0.119
C  -2.037  0.048  1.178
C  -0.774  -0.638  1.232
H  -3.488  -1.441  -1.480
H  -1.297  -2.492  -1.559
H  -3.783  0.660  0.110
H  0.405  -1.932  -0.145
H  -2.328  0.672  2.091
H  0.445  1.034  2.317
H  1.543  -0.032  1.178
H  0.728  -0.716  2.636
C  4.328  1.569  -1.048
C  3.310  2.419  -1.686
H  4.360  1.712  0.096
H  4.196  0.547  -1.123
H  5.431  1.932  -1.460
H  2.888  3.140  -1.148
H  2.449  1.837  -1.559
H  3.799  2.685  -2.664

Charge = -1
2S+1 = 2
E_tot = -351.162464 hartree
Energy above the lowest of the compared OMol25 structures with the same formula, charge and spin = 306.8 kJ/mol